98
Properties=species:S:1:pos:R:3:forces:R:3 method="wB97M-V/def2-TZVPD" e_homo_ev=-3.27 energy_ev=-61001.4995 homo_lumo_gap_ev=4.621 lumo_energy_ev=1.35 charge=-1
C 13.04904 13.44570 1.68207 0.69 -0.26 0.09
C 13.69762 14.42273 0.69217 0.99 1.91 -0.36
C 14.03545 13.81949 -0.67212 -0.68 -0.68 -0.69
C 14.42572 14.75024 -1.84516 -0.55 -1.32 1.61
C 13.33850 15.76473 -1.99235 0.78 1.28 0.30
C 13.02271 16.63693 -0.71352 1.23 -3.08 0.10
N 12.81906 15.61297 0.42342 -2.48 0.80 0.25
O 12.17544 16.23511 1.62607 2.00 -0.54 -1.52
C 11.74357 17.35291 -1.14382 -0.58 -0.18 1.39
C 14.22567 17.54101 -0.50766 0.04 1.66 0.10
C 15.06979 14.80217 1.30346 -0.16 0.64 0.61
H 13.00236 13.87744 2.68183 -0.46 0.18 -0.35
H 13.76093 12.63421 1.83309 0.25 -0.23 -0.17
H 12.11497 12.94765 1.42215 -0.08 0.54 -0.21
H 13.10884 13.34581 -0.99636 -0.38 -0.04 -0.31
H 14.70033 12.95577 -0.67669 0.43 0.07 0.76
H 14.49431 14.04467 -2.67315 -0.05 0.46 -0.48
H 15.38263 15.26508 -1.75932 0.16 -0.21 0.31
H 12.39988 15.33323 -2.34005 0.17 0.02 -0.38
H 13.84445 16.48229 -2.63828 -1.06 0.32 -0.92
H 11.35381 18.04813 -0.40028 0.28 0.32 0.00
H 10.93343 16.62875 -1.22964 0.13 -0.31 -0.05
H 11.84185 17.82358 -2.12204 0.24 -0.22 0.14
H 14.22135 18.38642 -1.19567 -0.14 -0.19 -0.81
H 15.21729 17.10098 -0.61338 -0.26 -0.31 0.07
H 14.23241 18.15356 0.39392 -0.29 -0.67 0.64
H 14.95951 15.26019 2.28639 -0.26 -0.13 0.26
H 15.60499 15.56642 0.73992 0.02 -0.29 -0.41
H 15.68761 13.91038 1.40896 0.20 -0.08 -0.05
O 17.30282 15.79502 3.54861 -0.30 0.20 0.47
H 17.72114 16.24651 4.28168 0.17 0.18 0.24
H 17.31296 14.87107 3.79850 -0.25 -0.31 0.01
O 9.47756 13.45109 2.43251 -0.58 -0.60 0.60
H 10.00171 13.47052 1.63181 0.16 0.39 -0.63
H 9.13128 12.55955 2.47109 -0.06 -0.29 -0.01
O 8.85346 17.06875 -2.81372 0.21 -0.02 -0.43
H 7.96926 17.27866 -3.11431 -0.26 0.06 -0.12
H 8.72760 16.38217 -2.15875 0.11 -0.35 0.43
O 17.31887 13.40728 -2.91606 0.40 -0.10 -0.21
H 17.67470 14.15537 -2.43650 0.08 0.24 0.13
H 16.59537 13.09575 -2.37226 -0.41 -0.23 0.04
O 12.57734 20.09817 -2.94074 0.11 0.22 -0.68
H 12.64545 20.64097 -2.15526 0.02 0.04 0.47
H 12.13853 19.30085 -2.64416 -0.04 0.07 0.14
O 11.09998 14.72582 4.32620 -0.25 -0.02 0.46
H 11.37021 14.14328 5.03602 0.14 -0.15 0.14
H 11.92064 15.06223 3.96623 0.17 0.38 -0.34
O 15.05451 10.45585 0.36615 0.11 -0.22 -1.20
H 15.73693 10.93267 0.83857 0.19 0.08 0.42
H 14.24112 10.70145 0.80696 -0.19 -0.01 0.32
O 10.74989 11.78068 -1.68594 -0.06 -0.41 0.05
H 9.80770 11.61981 -1.63452 -0.37 0.03 0.03
H 11.13044 10.92152 -1.86834 0.31 -0.26 -0.05
O 16.72287 18.35589 2.26417 0.08 0.25 0.30
H 16.85580 17.44223 2.51673 -0.06 -0.59 -0.09
H 17.16096 18.86049 2.94950 0.06 0.24 0.22
O 10.55997 15.07053 -4.79913 -0.14 -0.20 -0.35
H 9.69179 15.17179 -5.18931 -0.22 0.13 -0.09
H 10.63345 15.80058 -4.18443 0.07 0.26 0.34
O 13.86436 15.95888 5.07897 0.32 -0.51 0.49
H 13.76553 16.55941 5.81777 -0.17 0.01 0.14
H 13.97877 16.52982 4.31926 -0.12 0.82 -0.97
O 10.41307 13.99594 -0.16640 -1.26 -0.28 -0.29
H 11.22644 14.48854 -0.05683 1.18 1.11 0.39
H 10.60472 13.36814 -0.86310 0.26 -0.08 0.04
O 11.88435 12.79678 -4.01285 0.51 -0.45 -0.30
H 11.62777 12.53929 -3.12735 -0.10 0.03 0.18
H 11.11838 13.25268 -4.36165 -0.04 0.49 -0.09
O 13.88973 17.98339 2.94548 0.80 0.77 1.23
H 14.71477 18.20161 2.51198 0.39 0.14 0.00
H 13.42884 17.42660 2.31795 -1.63 -1.32 -0.94
O 15.70268 10.75052 -2.41592 0.05 0.18 -0.66
H 16.65407 10.65044 -2.38319 0.24 0.00 -0.09
H 15.43530 10.80406 -1.49838 -0.34 -0.21 0.80
O 13.14913 9.98887 2.29632 -0.16 0.06 0.10
H 12.40918 9.56777 1.85886 -0.26 -0.05 -0.12
H 13.28433 9.47184 3.09044 0.09 -0.04 0.21
O 8.97239 19.42809 -1.30278 -0.01 0.54 0.45
H 9.23646 18.65658 -1.80405 0.12 -0.44 -0.22
H 8.22931 19.78675 -1.78798 -0.11 0.14 -0.08
O 18.61082 15.28793 1.31395 0.48 -0.06 -0.73
H 19.04705 14.49489 1.62544 0.12 -0.21 -0.06
H 17.92561 15.45488 1.96114 -0.10 0.16 0.06
O 14.66510 13.38935 4.61644 0.45 -1.24 -0.14
H 14.41918 14.31119 4.69361 -0.39 0.92 0.22
H 15.62028 13.38977 4.67855 0.15 0.07 0.18
O 12.92985 20.70300 0.02595 0.20 0.17 -0.28
H 12.52236 20.10338 0.65096 -0.22 -0.41 0.19
H 13.26583 21.41932 0.56468 0.08 0.20 0.11
O 16.50721 11.17192 2.51561 0.60 0.25 0.19
H 16.00769 11.77451 3.06662 -0.50 0.35 0.10
H 16.62270 10.39119 3.05723 -0.01 -0.29 0.01
O 9.50341 16.20775 2.35426 -1.29 0.42 0.41
H 10.38715 16.16644 1.98884 1.40 -0.13 -0.35
H 8.99908 16.70120 1.70744 -0.05 0.13 -0.16
O 16.53525 19.65290 -0.05393 0.29 0.65 -0.61
H 16.79326 19.30599 0.80007 0.00 -0.38 0.13
H 15.58520 19.75370 0.00506 -0.31 0.01 -0.11

37
Properties=species:S:1:pos:R:3:forces:R:3 method="wB97M-V/def2-TZVPD" e_homo_ev=-8.36 energy_ev=-404418.9816 homo_lumo_gap_ev=6.150 lumo_energy_ev=-2.21
Sn -1.54702 -0.56767 0.69163 0.43 -1.22 0.31
C 4.07516 -0.80180 0.79757 0.02 -0.01 -0.03
C 2.84586 -0.39723 1.55461 0.01 0.00 0.07
C 2.79260 0.78898 2.28645 0.01 -0.01 -0.03
C 1.64428 1.15173 2.96735 0.05 -0.10 -0.03
C 0.57219 0.28706 2.86725 -0.07 0.04 0.15
Br -1.07618 0.69418 3.73188 0.05 0.05 -0.05
N 0.57501 -0.83513 2.17358 -0.19 0.40 -0.32
C 1.70065 -1.17369 1.53007 0.00 -0.07 -0.01
H 4.92480 -0.93012 1.46901 0.00 0.00 0.01
H 4.34148 -0.03805 0.06587 0.00 0.00 0.00
H 3.91789 -1.73794 0.26498 0.00 0.00 0.01
H 3.65629 1.44261 2.31204 0.01 0.00 0.01
H 1.57305 2.06842 3.53213 -0.01 0.00 0.00
H 1.65647 -2.10035 0.96743 -0.03 0.01 -0.03
F -2.11744 2.19359 -4.15593 0.02 0.00 0.01
C -2.99963 1.38455 -3.58014 -0.04 -0.09 -0.10
F -4.07144 2.07971 -3.22914 0.00 0.03 0.02
F -3.35074 0.43407 -4.43939 -0.01 0.04 0.02
S -2.23794 0.57976 -2.11086 -0.14 0.08 -0.35
O -1.18542 -0.26858 -2.57790 0.05 -0.05 -0.06
O -3.32967 -0.05520 -1.40490 0.04 -0.10 0.08
N -1.78000 1.84378 -1.28629 -0.15 0.04 0.17
S -0.37785 2.06206 -0.62955 -0.08 0.39 -0.05
O -0.52257 2.80561 0.58296 0.05 0.07 0.03
O 0.41502 0.84650 -0.55390 -0.03 -0.18 0.16
C 0.46193 3.18172 -1.82494 0.24 -0.06 0.06
F 1.59560 3.63083 -1.29286 0.07 -0.02 0.04
F 0.73618 2.52484 -2.94327 -0.02 -0.06 -0.08
F -0.32576 4.20933 -2.09962 -0.06 0.06 0.01
Se 1.26790 -6.08085 0.95636 -0.04 0.03 -0.12
Sb -1.15870 -5.67089 0.45046 0.32 0.19 -0.07
Se -1.59164 -3.23344 0.61514 -0.34 0.34 0.01
Se 0.50596 -6.11389 -1.36779 0.00 0.07 0.15
Se -2.83170 -7.19524 1.06432 -0.09 0.05 0.02
O -4.56718 2.00847 1.18434 -0.08 -0.01 0.03
C -4.18746 0.98228 1.43107 0.03 0.09 -0.04

21
Properties=species:S:1:pos:R:3:forces:R:3 method="wB97M-V/def2-TZVPD" e_homo_ev="-9.67 / -9.67" energy_ev=-41546.9245 homo_lumo_gap_ev="8.074 / 8.072" lumo_energy_ev="-1.59 / -1.60"
C 2.40436 -1.10245 0.63559 -0.02 1.64 0.07
C 1.81956 -1.06578 -0.62252 -0.33 0.38 1.74
C 2.25690 0.02123 1.42889 0.51 1.65 3.05
C 0.80811 -0.13519 -0.85059 -0.47 -0.69 -0.98
C 1.40942 1.08809 1.12983 -1.39 -1.16 -1.41
C 0.51152 0.91232 0.09695 1.33 -3.13 -2.83
C -0.59171 1.78800 -0.22550 0.29 1.24 -0.04
C -2.32619 0.14004 -1.13602 -0.87 1.19 -0.03
C -2.01231 -2.06291 -0.41885 -0.06 -0.69 -0.42
N -1.63878 1.32839 -1.03384 0.01 -0.25 0.42
N -2.12959 -0.87649 -0.14326 0.60 1.87 0.33
O -0.54834 2.96533 0.04515 -0.43 0.15 0.13
O -3.20915 0.02055 -1.92689 -0.07 -0.37 -0.35
Cl -1.83670 -3.20931 0.71675 0.26 -1.17 0.92
Cl -2.03681 0.02430 1.64666 -0.29 -0.72 -0.32
H 3.01755 -1.92451 0.91808 0.49 -0.37 0.27
H 2.18711 -1.86308 -1.21307 -0.55 -0.45 -1.40
H 2.70988 0.21210 2.46059 -0.05 -1.03 -1.63
H 0.25549 -0.35522 -1.81795 0.41 0.99 1.34
H 1.18701 2.00166 1.60825 0.63 0.67 1.49
H -2.23734 2.09293 -1.29825 -0.02 0.24 -0.37